Entry 1:
Formula: C41H47Cl3N2OSbV
Source: the OMol25 dataset
Level of theory: ωB97M-V with the def2-TZVPD basis set

Last column: Löwdin charge in e.
Atoms and positions in Å:
V -2.148 -1.271 1.386  0.66
Cl -6.403 3.983 4.638  0.60
C -5.651 2.776 3.638  -0.69
C -4.458 2.192 4.013  -0.16
C -3.966 1.170 3.213  -0.56
Cl -2.391 0.546 3.620  0.73
C -4.594 0.582 2.088  -0.51
O -4.164 -0.368 1.384  -0.16
C -5.870 1.217 1.839  -0.59
Cl -6.897 0.307 0.775  0.68
C -6.407 2.189 2.586  -0.16
H -3.982 2.530 4.935  0.10
H -7.319 2.694 2.381  0.09
C 2.191 -2.240 1.793  -0.08
C 2.178 -3.291 2.758  -0.06
C 1.007 -3.781 3.274  -0.02
C -0.207 -3.238 2.819  -0.21
N -0.233 -2.178 1.974  0.03
C 0.998 -1.734 1.471  -0.12
C -1.546 -3.624 3.333  -0.22
C -1.704 -4.573 4.366  -0.06
C -2.981 -4.765 4.986  -0.11
C -4.109 -4.131 4.398  -0.11
C -3.948 -3.249 3.306  -0.13
C -2.685 -2.982 2.754  -0.13
H 3.088 -1.869 1.417  0.05
H 3.115 -3.479 3.228  0.09
H 1.113 -4.532 4.052  0.10
H 0.800 -0.940 0.802  0.04
H -0.905 -5.236 4.724  0.09
H -3.179 -5.529 5.737  0.08
H -5.090 -4.366 4.827  0.09
H -4.832 -2.824 2.818  0.09
N -1.179 0.629 0.378  0.05
C -2.212 1.328 -0.164  -0.30
C -2.443 2.653 0.230  -0.03
C -3.437 3.400 -0.387  -0.10
C -4.234 2.797 -1.324  -0.11
C -4.018 1.481 -1.727  -0.02
C -2.955 0.749 -1.220  -0.14
C -2.445 -0.552 -1.694  -0.19
C -2.446 -0.804 -3.094  -0.08
C -2.095 -2.022 -3.623  -0.13
C -1.623 -3.030 -2.748  -0.13
C -1.682 -2.858 -1.395  -0.16
C -2.042 -1.636 -0.831  -0.13
H -0.550 1.179 0.915  0.08
H -0.652 0.160 -0.349  0.06
H -1.867 3.111 1.039  0.12
H -3.663 4.397 -0.086  0.09
H -5.014 3.394 -1.797  0.10
H -4.594 1.003 -2.507  0.11
H -2.665 -0.106 -3.836  0.08
H -1.983 -2.210 -4.671  0.08
H -1.373 -4.054 -3.141  0.10
H -1.394 -3.660 -0.715  0.09
C 2.668 3.401 -2.726  -0.14
C 2.515 2.865 -1.345  -0.65
C 1.042 2.975 -0.985  -0.16
C 3.306 3.732 -0.316  -0.13
Sb 3.031 0.624 -0.941  1.59
C 5.238 0.751 -0.770  -0.73
C 5.673 1.236 0.608  -0.16
C 5.890 1.682 -1.813  -0.12
C 5.727 -0.713 -0.845  -0.15
C 2.414 -0.507 -2.774  -0.73
C 2.592 -1.989 -2.472  -0.12
C 0.916 -0.185 -2.933  -0.12
C 3.129 -0.068 -3.972  -0.15
H 2.468 4.456 -2.689  0.08
H 2.035 2.953 -3.493  0.07
H 3.698 3.239 -3.170  0.09
H 0.705 3.981 -0.910  0.08
H 0.804 2.558 -0.043  0.04
H 0.475 2.443 -1.677  0.04
H 2.749 4.669 -0.124  0.08
H 4.351 4.078 -0.534  0.08
H 3.491 3.225 0.638  0.05
H 5.367 2.251 0.824  0.04
H 6.782 1.262 0.674  0.10
H 5.071 0.709 1.382  0.08
H 5.534 2.672 -1.809  0.02
H 5.780 1.353 -2.898  0.09
H 6.973 1.793 -1.657  0.08
H 5.368 -1.327 0.082  0.11
H 6.812 -0.742 -0.901  0.07
H 5.568 -1.185 -1.796  0.04
H 2.211 -2.442 -1.584  0.06
H 3.676 -2.192 -2.485  0.06
H 2.255 -2.646 -3.261  0.08
H 0.290 -0.424 -2.087  0.04
H 0.530 -0.855 -3.710  0.08
H 0.641 0.889 -3.210  0.10
H 4.232 -0.255 -3.854  0.08
H 2.963 1.015 -4.148  0.07
H 2.779 -0.619 -4.864  0.09

Its spin multiplicity is 4. The value obtained for the HOMO energy (spin up / spin down) is -0.136 / -0.171 hartree. The total charge is -1. The calculation puts the energy above the lowest of the compared OMol25 structures with the same formula, charge and spin at 45.67 kcal per mole.

Entry 2:
Formula: C41H48AsN6O2S4SeSiTi
Source: the OMol25 dataset
Level of theory: ωB97M-V with the def2-TZVPD basis set

Last column: Löwdin charge in e.
Atoms and positions in Å:
Ti -0.620 -0.107 0.199  0.72
C -4.856 1.413 -0.342  -0.08
C -3.771 0.960 0.378  -0.10
N -2.912 0.079 -0.143  0.06
C -3.181 -0.373 -1.367  -0.17
C -4.242 0.154 -2.115  -0.04
N -5.073 1.042 -1.608  0.11
C -2.300 -1.443 -1.826  -0.21
C -2.513 -2.108 -2.994  0.06
C -1.667 -3.186 -3.343  -0.13
C -0.692 -3.529 -2.455  0.06
C -0.488 -2.798 -1.252  -0.24
N -1.278 -1.729 -0.956  -0.04
C 0.503 -3.224 -0.349  -0.14
C 1.472 -4.189 -0.747  -0.11
N 2.265 -4.843 0.037  0.09
C 2.079 -4.590 1.366  -0.11
C 1.249 -3.645 1.841  -0.09
N 0.515 -2.810 0.986  -0.07
C -1.874 -3.943 -4.595  -0.17
C -3.152 -4.232 -5.063  -0.01
C -3.285 -4.953 -6.240  -0.13
N -2.257 -5.384 -6.961  0.07
C -1.039 -5.101 -6.513  -0.13
C -0.793 -4.392 -5.347  -0.01
H -5.561 2.103 0.103  0.12
H -3.593 1.292 1.388  0.09
H -4.407 -0.146 -3.140  0.12
H -3.322 -1.825 -3.650  0.11
H -0.109 -4.414 -2.644  0.12
H 1.586 -4.384 -1.804  0.11
H 2.646 -5.191 2.065  0.11
H 1.106 -3.459 2.887  0.03
H -4.034 -3.931 -4.514  0.11
H -4.271 -5.199 -6.617  0.11
H -0.211 -5.454 -7.117  0.11
H 0.224 -4.174 -5.050  0.11
O -1.070 0.941 1.813  -0.69
S -1.102 1.217 3.315  0.98
C -1.371 3.032 3.324  -0.27
C -1.945 3.627 2.040  -0.22
C -0.893 4.347 1.195  -0.21
C -1.370 4.583 -0.235  -0.29
S -0.942 3.236 -1.384  1.04
O -1.063 1.985 -0.546  -0.65
C 0.767 3.665 -1.609  -0.41
C 1.747 3.395 -0.665  -0.11
C 3.020 3.895 -0.874  -0.08
C 3.307 4.638 -2.013  -0.06
C 2.326 4.870 -2.963  -0.06
C 1.043 4.378 -2.766  -0.08
C -2.676 0.651 3.932  -0.40
C -3.067 1.087 5.190  -0.08
C -4.236 0.585 5.743  -0.06
C -4.996 -0.340 5.042  -0.06
C -4.585 -0.777 3.792  -0.05
C -3.410 -0.294 3.235  -0.12
H -0.386 3.446 3.546  0.09
H -2.002 3.228 4.190  0.08
H -2.747 4.321 2.298  0.13
H -2.380 2.840 1.433  0.06
H 0.039 3.782 1.192  0.09
H -0.662 5.316 1.645  0.13
H -0.925 5.471 -0.684  0.10
H -2.455 4.694 -0.285  0.10
H 1.535 2.774 0.194  0.03
H 3.798 3.684 -0.152  0.11
H 4.307 5.021 -2.168  0.11
H 2.556 5.427 -3.862  0.11
H 0.271 4.544 -3.507  0.11
H -2.474 1.796 5.754  0.11
H -4.548 0.915 6.724  0.11
H -5.905 -0.730 5.479  0.11
H -5.167 -1.513 3.253  0.12
H -3.049 -0.667 2.287  0.08
S -0.365 -1.636 3.169  0.64
C -0.137 -1.708 1.498  -0.71
C 3.397 -1.579 3.845  -0.24
As 3.126 0.246 3.306  0.71
C 2.199 1.062 4.785  -0.26
C 4.884 1.035 3.309  -0.25
S 2.257 0.497 1.404  0.22
H 3.963 -1.588 4.776  0.04
H 3.949 -2.099 3.064  0.04
H 2.426 -2.045 3.983  -0.01
H 2.801 0.982 5.690  0.04
H 1.254 0.544 4.921  0.00
H 2.021 2.111 4.549  0.03
H 5.398 0.830 4.246  0.04
H 4.783 2.109 3.164  0.04
H 5.444 0.616 2.474  0.04
C 4.440 1.007 -1.518  -0.21
Si 3.240 -0.258 -2.217  0.18
C 3.195 -0.106 -4.086  -0.23
C 3.806 -1.968 -1.704  -0.21
Se 1.035 0.000 -1.686  0.51
H 5.440 0.572 -1.513  0.04
H 4.186 1.293 -0.498  -0.03
H 4.465 1.903 -2.139  0.02
H 4.181 -0.306 -4.509  0.04
H 2.900 0.902 -4.384  0.03
H 2.486 -0.808 -4.526  0.02
H 4.860 -2.105 -1.951  0.04
H 3.239 -2.743 -2.219  0.02
H 3.693 -2.118 -0.628  0.02

The value obtained for the HOMO energy (spin up / spin down) is -0.313 / -0.313 hartree. The total charge is +1. The calculation puts the energy above the lowest of the compared OMol25 structures with the same formula, charge and spin at 0.00 kcal per mole.

Entry 3:
Formula: C41H48BF24N3O18S
Source: the OMol25 dataset
Level of theory: ωB97M-V with the def2-TZVPD basis set

Last column: Löwdin charge in e.
Atoms and positions in Å:
C -3.270 1.156 2.512  -0.10
C -2.802 0.300 1.319  -0.16
B -1.520 0.862 0.568  -0.41
O -1.161 2.177 0.608  0.15
C -0.650 -0.177 -0.283  -0.01
C -1.290 -1.306 -0.704  0.01
C -0.679 -2.339 -1.463  -0.23
N -1.474 -3.498 -1.825  0.18
C -1.973 -4.058 -0.861  -0.32
O -2.412 -4.571 0.066  0.21
C 0.619 -2.262 -1.833  0.06
C 1.331 -1.112 -1.417  -0.35
N 2.632 -0.912 -1.693  -0.22
S 2.989 0.485 -1.019  1.03
N 1.601 0.917 -0.345  -0.20
C 0.740 -0.073 -0.648  -0.30
H -4.027 1.876 2.208  0.08
H -2.445 1.614 3.048  0.08
H -3.749 0.486 3.217  0.04
H -2.494 -0.671 1.709  0.10
H -3.591 0.121 0.585  0.11
H -1.896 2.780 0.455  0.12
H -2.333 -1.455 -0.460  0.11
H 1.073 -3.053 -2.411  0.12
C 1.172 -7.234 -6.499  -0.06
C 2.080 -7.278 -5.290  -0.19
O 3.050 -6.211 -5.318  0.04
C 2.610 -5.017 -4.955  -0.40
O 1.498 -4.746 -4.609  0.16
C 3.762 -4.000 -5.000  -0.55
F 4.452 -4.095 -6.143  0.17
F 4.611 -4.217 -3.986  0.16
F 3.302 -2.758 -4.897  0.17
H 1.760 -7.248 -7.417  0.08
H 0.498 -8.090 -6.496  0.08
H 0.572 -6.325 -6.509  0.08
H 2.659 -8.199 -5.287  0.12
H 1.516 -7.243 -4.359  0.13
C 1.416 4.356 0.288  -0.06
C 1.741 4.085 1.738  -0.18
O 2.218 5.275 2.402  0.02
C 1.314 6.168 2.766  -0.40
O 0.130 6.100 2.612  0.17
C 2.030 7.339 3.454  -0.54
F 3.097 7.705 2.733  0.15
F 2.461 6.988 4.674  0.17
F 1.234 8.394 3.596  0.18
H 2.270 4.796 -0.232  0.07
H 1.131 3.431 -0.206  0.05
H 0.593 5.065 0.191  0.08
H 2.550 3.362 1.814  0.12
H 0.885 3.672 2.270  0.12
C -8.138 -2.893 4.183  -0.06
C -7.356 -2.877 5.478  -0.19
O -6.439 -1.767 5.518  0.03
C -6.950 -0.583 5.822  -0.40
O -8.091 -0.343 6.082  0.17
C -5.825 0.462 5.828  -0.54
F -5.068 0.352 4.725  0.14
F -5.031 0.297 6.894  0.17
F -6.307 1.700 5.870  0.18
H -7.457 -2.891 3.330  0.08
H -8.769 -3.779 4.130  0.08
H -8.775 -2.014 4.094  0.08
H -6.740 -3.770 5.552  0.13
H -8.009 -2.858 6.349  0.13
C 5.468 6.613 1.507  -0.05
C 6.569 6.536 0.474  -0.18
O 6.885 5.161 0.159  0.04
C 6.049 4.541 -0.655  -0.40
O 5.065 5.000 -1.156  0.17
C 6.544 3.108 -0.912  -0.54
F 6.885 2.494 0.229  0.16
F 7.622 3.121 -1.708  0.17
F 5.603 2.375 -1.504  0.13
H 5.741 6.038 2.393  0.10
H 5.287 7.645 1.796  0.08
H 4.538 6.196 1.125  0.06
H 7.477 6.974 0.866  0.10
H 6.311 7.084 -0.433  0.13
C 6.543 -0.540 0.557  -0.07
C 5.868 -1.800 1.052  -0.19
O 6.413 -2.232 2.315  0.04
C 5.989 -1.576 3.384  -0.40
O 5.206 -0.673 3.400  0.17
C 6.628 -2.175 4.647  -0.55
F 7.947 -2.344 4.493  0.17
F 6.089 -3.372 4.918  0.17
F 6.435 -1.387 5.699  0.17
H 7.624 -0.677 0.501  0.09
H 6.169 -0.273 -0.431  0.07
H 6.360 0.297 1.230  0.07
H 6.047 -2.619 0.358  0.13
H 4.789 -1.674 1.135  0.12
C 11.134 9.167 -4.152  -0.06
C 10.838 7.751 -3.708  -0.19
O 10.891 7.626 -2.273  0.04
C 9.832 8.063 -1.611  -0.40
O 8.845 8.546 -2.083  0.17
C 10.026 7.824 -0.108  -0.54
F 11.232 8.225 0.311  0.17
F 9.915 6.522 0.192  0.17
F 9.118 8.476 0.622  0.16
H 12.094 9.498 -3.754  0.08
H 11.164 9.223 -5.240  0.08
H 10.375 9.860 -3.793  0.08
H 11.596 7.071 -4.089  0.13
H 9.872 7.405 -4.076  0.13
C -12.787 -1.327 0.965  -0.06
C -13.188 -2.749 0.639  -0.19
O -12.046 -3.546 0.262  0.04
C -11.285 -3.979 1.253  -0.40
O -11.448 -3.780 2.419  0.17
C -10.143 -4.837 0.690  -0.53
F -9.533 -4.238 -0.352  0.14
F -10.598 -6.023 0.265  0.17
F -9.211 -5.074 1.608  0.17
H -12.245 -0.884 0.129  0.08
H -13.670 -0.724 1.173  0.08
H -12.133 -1.290 1.835  0.08
H -13.853 -2.765 -0.221  0.13
H -13.713 -3.222 1.469  0.13
C -7.849 -6.209 -1.714  -0.05
C -6.705 -5.221 -1.785  -0.19
O -5.562 -5.772 -2.469  0.03
C -5.626 -5.792 -3.792  -0.40
O -6.531 -5.401 -4.466  0.17
C -4.321 -6.370 -4.363  -0.55
F -3.967 -7.496 -3.730  0.16
F -3.322 -5.489 -4.222  0.16
F -4.448 -6.648 -5.657  0.17
H -7.518 -7.143 -1.256  0.09
H -8.660 -5.800 -1.132  0.04
H -8.226 -6.452 -2.707  0.09
H -6.357 -4.980 -0.782  0.13
H -7.008 -4.288 -2.259  0.13

The value obtained for the HOMO energy is -0.332 hartree.

Entry 4:
Formula: C41H48Cl2O5OsSSe
Source: the OMol25 dataset
Level of theory: ωB97M-V with the def2-TZVPD basis set

Last column: Löwdin charge in e.
Atoms and positions in Å:
Os -1.244 0.638 -0.416  1.47
C 4.066 4.007 4.597  -0.07
C 3.993 3.957 3.072  -0.56
C 3.809 5.387 2.550  -0.05
C 5.317 3.392 2.541  -0.04
C 2.849 3.077 2.574  -0.16
C 2.576 3.003 1.215  -0.06
C 1.566 2.176 0.753  -0.40
Se 1.036 2.247 -1.072  1.14
C 1.786 0.676 -1.857  -0.38
C 3.007 0.787 -2.501  -0.06
C 3.562 -0.302 -3.158  -0.16
C 2.836 -1.490 -3.160  0.04
C 1.596 -1.649 -2.543  -0.08
C 1.074 -0.523 -1.888  -0.30
O -0.112 -0.634 -1.230  -0.35
C 0.869 -2.996 -2.561  -0.53
C 1.662 -4.052 -3.334  -0.07
C -0.494 -2.852 -3.250  -0.04
C 0.690 -3.521 -1.129  -0.03
C 4.931 -0.168 -3.821  -0.56
C 5.351 -1.442 -4.552  -0.07
C 5.974 0.133 -2.736  -0.04
C 4.904 0.984 -4.832  -0.05
C 0.790 1.429 1.631  -0.31
O -0.161 0.580 1.157  -0.31
C 1.030 1.474 3.012  -0.07
C 2.064 2.309 3.432  0.04
C 0.231 0.625 4.006  -0.52
C 0.473 -0.864 3.718  -0.03
C 0.658 0.891 5.453  -0.07
C -1.268 0.934 3.900  -0.03
H 4.873 4.676 4.896  0.09
H 4.276 3.028 5.028  0.09
H 3.142 4.382 5.038  0.09
H 4.593 6.032 2.950  0.08
H 2.844 5.795 2.849  0.09
H 3.871 5.431 1.463  0.08
H 6.152 4.025 2.848  0.09
H 5.318 3.343 1.453  0.08
H 5.493 2.386 2.923  0.09
H 3.150 3.583 0.504  0.10
H 3.529 1.734 -2.472  0.10
H 3.256 -2.342 -3.667  0.08
H 1.814 -3.773 -4.378  0.09
H 1.102 -4.988 -3.323  0.09
H 2.636 -4.248 -2.885  0.09
H -0.385 -2.406 -4.240  0.10
H -1.180 -2.238 -2.674  0.04
H -0.943 -3.839 -3.374  0.09
H 1.661 -3.682 -0.657  0.09
H 0.165 -4.477 -1.153  0.09
H 0.119 -2.836 -0.508  0.07
H 5.466 -2.285 -3.869  0.09
H 6.316 -1.279 -5.034  0.09
H 4.638 -1.724 -5.327  0.09
H 6.033 -0.683 -2.015  0.09
H 5.730 1.045 -2.191  0.08
H 6.961 0.267 -3.183  0.09
H 4.139 0.825 -5.592  0.09
H 5.871 1.062 -5.331  0.08
H 4.703 1.940 -4.350  0.08
H 2.264 2.363 4.487  0.08
H 1.525 -1.118 3.864  0.09
H 0.191 -1.128 2.702  0.08
H -0.118 -1.471 4.406  0.09
H 1.706 0.649 5.629  0.08
H 0.063 0.260 6.114  0.09
H 0.488 1.929 5.747  0.09
H -1.688 0.552 2.974  0.06
H -1.460 2.007 3.958  0.10
H -1.794 0.453 4.728  0.09
Cl -3.132 -0.355 -1.827  0.78
C -3.396 0.438 -3.371  -0.59
C -4.215 -0.209 -4.274  -0.10
C -4.463 0.425 -5.482  -0.08
C -3.888 1.663 -5.734  -0.11
C -3.067 2.261 -4.796  -0.68
Cl -2.378 3.808 -5.177  0.67
C -2.779 1.666 -3.557  -0.70
S -1.716 2.395 -2.384  0.56
H -4.643 -1.171 -4.038  0.11
H -5.099 -0.039 -6.221  0.11
H -4.070 2.176 -6.667  0.10
O -3.912 3.987 1.266  0.09
C -4.671 3.114 1.946  -0.25
C -5.710 3.649 2.711  -0.01
C -6.535 2.819 3.438  -0.07
C -6.359 1.434 3.425  -0.08
C -5.337 0.904 2.672  -0.01
C -4.481 1.723 1.927  -0.07
C -3.408 1.070 1.166  -0.59
O -3.252 -0.152 1.092  -0.04
O -2.557 1.856 0.531  -0.28
H -3.233 3.491 0.770  0.08
H -5.842 4.721 2.713  0.12
H -7.331 3.253 4.028  0.11
H -7.011 0.792 3.998  0.10
H -5.162 -0.163 2.637  0.12

Its spin multiplicity is 5. The value obtained for the HOMO energy (spin up / spin down) is -0.291 / -0.295 hartree. The calculation puts the energy above the lowest of the compared OMol25 structures with the same formula, charge and spin at 18.57 kcal per mole.

Calculated calculated total energy, -4340.07329; -9438.93219; -5929.73606; -5778.02191 Ha (same order as the records).